[1]
ORCA calculation (ωB97M-V with the def2-TZVPD basis set) on a 3-piece molecular cluster, C30H61N2O7P overall in a non-equilibrium geometry.

The geometry in XYZ format:
```
101
Properties=species:S:1:pos:R:3:forces:R:3
C -2.3697 1.5056 1.0186 1.1 -0.6 0.3
C -1.3366 1.8083 -0.1651 0.9 1.7 0.6
C -0.8393 3.3496 0.0691 -0.5 -0.7 -0.6
C 0.0207 0.9198 0.0202 -0.9 -0.1 0.3
C -1.9356 1.7660 -1.6485 0.2 -0.8 0.2
C -3.1694 0.7763 -1.8942 -0.7 -0.4 -1.5
C -3.3014 0.6359 -3.5182 1.2 -0.3 0.3
C -4.6082 1.3969 -1.4369 1.0 -0.1 -0.1
C -2.9468 -0.7213 -1.3699 -0.2 -3.2 1.7
C -4.1144 -1.4994 -0.6569 3.6 -1.9 -0.5
C -3.8565 -2.9489 -0.1542 1.9 1.3 -1.2
C -2.4889 -3.6693 -0.3090 0.3 3.3 -2.2
O -2.1965 -4.9882 0.1773 -0.8 3.2 1.2
C -1.9804 -4.7995 1.6243 0.1 -0.6 0.7
C -0.4321 -4.6484 2.0315 -0.2 -0.2 1.1
O 0.4794 -4.5731 0.9169 0.3 1.0 1.1
C 1.5447 -3.6138 1.1870 0.4 0.5 -0.4
C 2.4118 -3.5486 -0.1724 -2.2 -0.6 0.7
O 3.7104 -2.9063 0.0057 -0.5 0.2 -3.8
P 4.1943 -2.4211 -1.5669 5.1 -0.2 0.4
O 5.7263 -2.2652 -1.6421 -4.7 -0.3 0.5
O 3.7001 -3.5913 -2.7006 -0.3 3.0 1.4
O 3.4287 -0.9608 -2.0265 -0.9 -3.6 -1.6
O 3.5642 -0.0160 -1.0566 0.8 2.2 2.6
C -1.3517 -2.9220 -1.0374 -3.5 1.9 0.5
C -1.6207 -1.4922 -1.5448 -1.9 -0.8 1.2
H -2.4790 0.3633 1.0941 -0.3 1.7 -0.1
H -3.3606 2.0605 0.9408 1.3 -0.9 -0.1
H -1.8699 1.8380 2.0019 -0.8 -0.4 -1.4
H -1.7596 4.0435 0.1564 1.6 -1.0 -0.1
H -0.2328 3.6399 -0.8527 -0.7 -0.1 1.3
H -0.1755 3.3978 0.9939 -1.0 0.1 -1.2
H 0.5576 0.7624 -0.9924 -0.8 0.3 1.6
H -0.2872 -0.0972 0.4456 0.7 1.2 -0.7
H 0.7113 1.4361 0.7897 -1.0 -0.9 -1.3
H -2.2250 2.8277 -1.9664 0.2 -1.5 0.4
H -1.0932 1.4329 -2.3671 -1.2 0.6 1.1
H -2.2744 0.2766 -3.9135 -1.7 0.4 0.5
H -3.4790 1.6555 -4.0016 -0.1 -1.4 0.7
H -4.0802 -0.1560 -3.8047 1.0 1.4 0.4
H -4.5598 2.5434 -1.5640 -0.1 -1.8 0.3
H -4.8379 1.1185 -0.3539 0.1 0.6 -1.6
H -5.3911 0.9918 -2.1576 0.8 0.5 1.2
H -5.1554 -1.0453 -0.4978 1.9 -0.8 -0.3
H -4.7210 -3.5068 0.3554 1.5 0.9 -0.8
H -2.4258 -5.7137 2.1427 0.7 1.1 -0.8
H -2.5289 -3.8854 2.0343 0.6 -1.2 -0.9
H -0.3342 -3.7109 2.6935 -0.1 -1.2 -1.0
H -0.1631 -5.5418 2.7072 -0.2 1.2 -1.1
H 1.0746 -2.5788 1.3942 0.8 -1.5 -0.2
H 2.1843 -3.9323 2.0882 -0.8 0.4 -1.3
H 1.8066 -2.9010 -0.9032 0.7 -1.2 0.9
H 2.4904 -4.6366 -0.5433 0.1 1.8 0.4
H 3.5221 -3.1219 -3.5522 0.2 -0.5 0.7
H 2.8391 0.6484 -1.1230 0.1 -1.1 -0.6
H -0.3309 -3.3942 -1.1948 -1.7 0.6 0.3
H -0.7653 -0.9231 -2.0611 -1.4 -1.1 0.9
C 6.2660 2.1343 -4.1876 0.0 0.0 -0.1
C 4.7878 2.1898 -3.8193 0.2 0.1 -0.1
N 4.1499 3.4576 -4.1599 -0.3 0.2 0.2
C 2.8451 3.6340 -3.5291 0.1 0.0 0.1
C 1.7296 2.6657 -3.9217 -0.3 0.0 0.0
C 4.2324 3.8679 -5.5568 0.3 0.0 -0.1
C 3.6904 2.9085 -6.6153 -0.1 0.0 -0.2
H 6.8099 2.9820 -3.7629 -0.1 0.0 -0.1
H 6.7122 1.2180 -3.7918 -0.1 0.1 0.0
H 6.4170 2.1294 -5.2699 0.0 0.0 0.1
H 4.7262 2.0449 -2.7354 -0.2 0.1 -0.1
H 4.2726 1.3370 -4.2800 0.0 -0.2 0.0
H 2.4963 4.6578 -3.6989 0.1 0.0 -0.1
H 2.9827 3.5662 -2.4433 0.2 -0.1 0.0
H 1.3529 2.8674 -4.9240 0.0 -0.1 0.0
H 0.8845 2.7819 -3.2346 0.0 0.0 0.0
H 2.0486 1.6214 -3.8691 0.0 0.0 -0.1
H 5.2835 4.0689 -5.7902 0.0 -0.1 0.1
H 3.7415 4.8403 -5.6792 -0.1 -0.1 0.2
H 4.0392 1.8839 -6.4691 0.0 0.0 0.0
H 4.0321 3.2257 -7.6054 0.0 0.0 0.1
H 2.6004 2.9042 -6.6418 0.0 -0.1 0.0
C -0.3565 -0.4000 3.7830 0.0 -0.1 0.0
C -0.4652 -0.1718 5.2860 -0.1 0.0 -0.2
N -1.7335 0.4269 5.6876 -0.1 0.3 0.2
C -1.7234 0.9386 7.0555 0.1 0.2 0.0
C -1.5402 -0.0692 8.1889 0.0 0.0 0.2
C -2.9397 -0.2930 5.2955 0.0 0.0 -0.4
C -3.0810 -1.7466 5.7448 -0.2 -0.2 0.0
H -0.5599 0.5196 3.2292 0.0 -0.1 0.1
H 0.6563 -0.7263 3.5292 -0.1 0.0 0.0
H -1.0454 -1.1754 3.4371 0.0 0.1 0.0
H 0.3489 0.5056 5.5650 -0.2 0.0 0.2
H -0.2766 -1.1195 5.8066 0.1 -0.1 0.0
H -2.6419 1.5064 7.2364 0.0 -0.1 -0.2
H -0.9208 1.6812 7.1327 0.0 -0.1 -0.2
H -2.4353 -0.6712 8.3435 0.1 -0.1 0.0
H -1.3493 0.4635 9.1258 0.0 0.0 -0.1
H -0.6924 -0.7367 8.0179 -0.1 0.0 0.0
H -3.0091 -0.2695 4.2022 0.1 0.0 0.0
H -3.8210 0.2659 5.6305 0.2 0.1 0.1
H -2.1774 -2.3317 5.5591 0.0 0.1 0.0
H -3.8930 -2.2241 5.1874 0.0 0.0 0.0
H -3.3336 -1.8237 6.8025 0.1 -0.1 0.0
```
Positions in Å, forces in eV/Å.

The value obtained for the LUMO energy is 0.201 eV. As for the SMILES: CC(C)(C)CC(C)(C)c1ccc(OCCOCCO[P@@](=O)(O)OO)cc1.CCN(CC)CC.CCN(CC)CC. The value obtained for the total energy is -2156.905860 Eh.


[2]
ORCA calculation (ωB97M-V with the def2-TZVPD basis set) on C2HFLi2O2Rb as an isolated structure in a non-equilibrium geometry.

The geometry in XYZ format:
```
9
Properties=species:S:1:pos:R:3:forces:R:3
O 0.6684 -0.1383 -0.2752 1.9 0.8 0.8
C -0.4802 0.0661 -0.5479 -1.8 -0.8 -0.9
C -1.8092 -0.0015 -0.6643 -0.3 -0.1 0.8
O -2.5128 -1.0675 -0.9631 0.5 0.0 -0.2
Li 2.1992 0.8197 0.5695 -0.4 -0.4 -0.4
F 3.4938 1.6594 1.3331 0.0 0.2 0.5
H -2.3029 0.9513 -0.4049 0.1 0.0 -0.3
Rb -3.4671 -4.7927 -1.6623 0.1 0.6 0.1
Li 4.2107 2.5036 2.6151 -0.1 -0.2 -0.4
```
Positions in Å, forces in eV/Å.

For the energy relative to the best compared isomer or geometry (same formula, charge and spin), the calculation gives 0.0 kJ/mol. The value obtained for the LUMO energy is -3.380 eV. Its net charge is +1. The value obtained for the total energy is -366.143399 Eh.


[3]
ORCA calculation (ωB97M-V with the def2-TZVPD basis set) on a 2-piece molecular cluster, C5H10O2P overall in a non-equilibrium geometry.

The geometry in XYZ format:
```
18
Properties=species:S:1:pos:R:3:forces:R:3
C -0.8600 3.1101 -0.0007 0.5 3.9 -1.1
C -0.2321 2.1406 -0.5973 -0.3 -2.8 -3.2
C 0.6553 -2.3896 -0.2423 -2.2 -0.5 0.3
C 0.7696 -0.3390 1.2515 1.8 -1.1 -0.5
C 0.4834 -0.8521 -0.1286 1.9 -0.9 -1.5
O -2.0770 -0.5546 0.4523 -1.8 0.0 1.8
O -1.5473 -0.8771 -2.0645 0.4 0.6 0.3
P -1.2023 -0.4294 -0.6891 2.5 1.6 -1.4
H -0.8176 4.2499 -0.3029 0.2 -1.8 0.1
H -1.4475 3.0847 0.8552 -1.1 -0.8 1.7
H 0.2534 2.3302 -1.6455 -0.5 0.0 2.0
H 0.9114 -2.6346 -1.2614 0.3 -0.4 -0.1
H 1.3127 -2.7697 0.4948 1.5 -0.1 0.4
H -0.2433 -3.0277 0.0421 0.4 1.1 -0.6
H -0.0406 -0.6532 1.8505 -0.5 0.0 1.4
H 0.9501 0.6833 1.1996 -0.8 2.2 0.1
H 1.8053 -0.6212 1.5779 -0.9 -0.8 0.0
H 1.3264 -0.4507 -0.7916 -1.6 -0.2 0.4
```
Positions in Å, forces in eV/Å.

For the energy relative to the best compared isomer or geometry (same formula, charge and spin), the calculation gives 244.9 kJ/mol. The value obtained for the LUMO energy is 3.957 eV. Its net charge is -1. The value obtained for the total energy is -688.333271 Eh.


[4]
ORCA calculation (ωB97M-V with the def2-TZVPD basis set) on an isolated ion of composition C5H10NO2 and charge -1 in a non-equilibrium geometry.

The geometry in XYZ format:
```
18
Properties=species:S:1:pos:R:3:forces:R:3
C 1.5937 -0.2900 1.7699 -0.4 0.9 0.8
C 1.4337 0.5141 0.4875 0.4 -0.1 0.0
O 2.3440 1.2884 0.1970 -0.1 0.2 -0.2
N 0.2912 0.4065 -0.2097 -0.3 -1.1 -0.8
C 0.0940 1.0864 -1.4747 -0.2 0.6 -0.8
C -0.5397 -0.8039 -0.1807 -1.2 -0.5 1.1
C -2.0965 -0.4830 -0.3014 0.6 -0.5 0.0
O -2.5546 -0.3564 -1.5425 -0.1 0.1 -0.3
H 0.6713 -0.3504 2.3485 -0.2 -0.1 -0.2
H 1.9949 -1.2918 1.6892 0.2 -0.1 -0.3
H 2.2462 0.3627 2.3564 0.3 -0.5 0.0
H -0.9515 0.9548 -1.7717 0.0 -0.1 0.2
H 0.6660 0.6383 -2.2928 0.3 -0.1 0.1
H 0.3074 2.1540 -1.4769 0.3 0.0 0.5
H -0.3370 -1.5698 -0.9366 0.4 0.6 -0.6
H -0.3723 -1.3629 0.7419 0.0 0.4 0.3
H -2.1966 0.4325 0.3351 -0.2 0.0 0.2
H -2.5941 -1.3295 0.2613 0.1 0.2 0.1
```
Positions in Å, forces in eV/Å.

For the energy relative to the best compared isomer or geometry (same formula, charge and spin), the calculation gives 204.9 kJ/mol. The value obtained for the LUMO energy is 3.771 eV. As for the SMILES: CC(=O)N(C)CC[O-]. Its net charge is -1. The value obtained for the total energy is -401.748763 Eh.


[5]
ORCA calculation (ωB97M-V with the def2-TZVPD basis set) on a 2-piece molecular cluster, C4H14N2O overall in a non-equilibrium geometry.

The geometry in XYZ format:
```
21
Properties=species:S:1:pos:R:3:forces:R:3
C -0.1486 -1.7988 -2.7700 -0.6 0.2 0.1
N 0.7080 -1.5421 -1.6310 0.5 0.8 -0.1
C 0.4895 -0.1839 -1.0761 0.0 -1.5 0.5
C 0.2247 -0.2880 0.4348 -1.6 0.6 -0.9
N -1.1401 -0.7703 0.6647 1.0 -0.4 -0.2
C -1.3674 -1.1575 2.0340 -1.1 0.4 0.1
H 0.0374 -1.0390 -3.5298 0.2 -0.2 -0.2
H 0.0014 -2.7868 -3.1981 0.2 0.0 0.0
H -1.2254 -1.7015 -2.5255 0.2 -0.1 0.0
H 0.5468 -2.1961 -0.8836 -0.2 -0.3 -0.1
H -0.3852 0.1942 -1.6162 0.0 0.6 0.4
H 1.3313 0.4977 -1.2063 0.1 -0.2 -0.4
H 0.3854 0.7282 0.8237 0.2 -0.2 0.5
H 0.8368 -1.0341 0.9408 0.6 0.3 -0.2
H -1.8623 -0.2724 0.1645 0.0 0.2 0.5
H -2.3953 -1.5173 2.1418 0.2 -0.3 -0.1
H -1.3003 -0.3507 2.7795 0.3 0.2 -0.1
H -0.6680 -1.9411 2.3247 0.0 -0.1 0.0
O 2.0410 5.7711 2.4281 -0.1 0.3 0.1
H 2.1703 4.9784 1.9128 0.1 -0.4 -0.1
H 1.7199 6.4101 1.7874 0.0 0.1 0.0
```
Positions in Å, forces in eV/Å.

For the energy relative to the best compared isomer or geometry (same formula, charge and spin), the calculation gives 179.4 kJ/mol. The value obtained for the LUMO energy is 0.677 eV. As for the SMILES: CNCCNC.O. The value obtained for the total energy is -345.507859 Eh.


Question: Which value of LUMO does entry 2 give?
Answer: -3.380 eV


Repeat the fifth record exactly.
ORCA calculation (ωB97M-V with the def2-TZVPD basis set) on a 2-piece molecular cluster, C4H14N2O overall in a non-equilibrium geometry.

The geometry in XYZ format:
```
21
Properties=species:S:1:pos:R:3:forces:R:3
C -0.1486 -1.7988 -2.7700 -0.6 0.2 0.1
N 0.7080 -1.5421 -1.6310 0.5 0.8 -0.1
C 0.4895 -0.1839 -1.0761 0.0 -1.5 0.5
C 0.2247 -0.2880 0.4348 -1.6 0.6 -0.9
N -1.1401 -0.7703 0.6647 1.0 -0.4 -0.2
C -1.3674 -1.1575 2.0340 -1.1 0.4 0.1
H 0.0374 -1.0390 -3.5298 0.2 -0.2 -0.2
H 0.0014 -2.7868 -3.1981 0.2 0.0 0.0
H -1.2254 -1.7015 -2.5255 0.2 -0.1 0.0
H 0.5468 -2.1961 -0.8836 -0.2 -0.3 -0.1
H -0.3852 0.1942 -1.6162 0.0 0.6 0.4
H 1.3313 0.4977 -1.2063 0.1 -0.2 -0.4
H 0.3854 0.7282 0.8237 0.2 -0.2 0.5
H 0.8368 -1.0341 0.9408 0.6 0.3 -0.2
H -1.8623 -0.2724 0.1645 0.0 0.2 0.5
H -2.3953 -1.5173 2.1418 0.2 -0.3 -0.1
H -1.3003 -0.3507 2.7795 0.3 0.2 -0.1
H -0.6680 -1.9411 2.3247 0.0 -0.1 0.0
O 2.0410 5.7711 2.4281 -0.1 0.3 0.1
H 2.1703 4.9784 1.9128 0.1 -0.4 -0.1
H 1.7199 6.4101 1.7874 0.0 0.1 0.0
```
Positions in Å, forces in eV/Å.

For the energy relative to the best compared isomer or geometry (same formula, charge and spin), the calculation gives 179.4 kJ/mol. The value obtained for the LUMO energy is 0.677 eV. As for the SMILES: CNCCNC.O. The value obtained for the total energy is -345.507859 Eh.


Question: Which formula does entry 3 have?
Answer: C5H10O2P


Question: Which of these has the lowest LUMO?
Answer: C2HFLi2O2Rb